84
Properties=species:S:1:pos:R:3 method="wB97M-V/def2-TZVPD" de_lowest_ev=1.351 gap_ev=11.41 fmax_ha_per_bohr=0.03848 e_tot_ev=-40259.1713 multiplicity=1 smiles=CCCC#N.CCCC#N.CCCC#N.CCCC#N.CCCC#N.CCCC#N.CCCC#N mol_weight_g_mol=483.7
C 0.20 -0.20 -1.29
C 0.33 -1.60 -0.67
C -1.05 -2.28 -0.47
C -1.99 -1.52 0.36
N -2.71 -0.89 0.98
H 1.15 0.33 -1.16
H -0.58 0.40 -0.83
H 0.07 -0.18 -2.37
H 0.73 -1.51 0.34
H 0.88 -2.33 -1.27
H -0.87 -3.27 -0.04
H -1.47 -2.45 -1.46
C -2.31 1.40 -2.79
C -3.79 1.55 -2.45
C -4.25 3.01 -2.30
C -3.90 3.58 -1.01
N -3.60 4.04 -0.01
H -2.10 0.33 -2.77
H -1.64 1.90 -2.11
H -2.00 1.66 -3.81
H -3.90 1.07 -1.47
H -4.45 0.97 -3.08
H -5.34 3.06 -2.36
H -3.88 3.70 -3.06
C 3.35 -0.89 -5.50
C 2.03 -0.17 -5.74
C 1.34 -0.55 -7.04
C 1.26 -2.02 -7.25
N 1.16 -3.15 -7.40
H 3.29 -1.95 -5.25
H 3.91 -0.42 -4.69
H 4.00 -0.76 -6.37
H 2.22 0.91 -5.72
H 1.41 -0.28 -4.85
H 1.87 -0.11 -7.89
H 0.28 -0.27 -7.08
C 4.13 -1.30 4.49
C 3.01 -2.33 4.23
C 2.42 -2.39 2.82
C 3.30 -2.93 1.79
N 3.96 -3.29 0.92
H 5.12 -1.52 4.09
H 4.31 -1.37 5.56
H 3.86 -0.27 4.26
H 2.21 -2.31 4.96
H 3.55 -3.27 4.37
H 2.22 -1.34 2.57
H 1.48 -2.94 2.76
C 4.11 2.11 -0.68
C 4.64 1.05 0.31
C 5.67 1.57 1.30
C 5.17 2.65 2.16
N 4.78 3.50 2.81
H 4.97 2.54 -1.20
H 3.55 2.92 -0.23
H 3.55 1.58 -1.45
H 5.05 0.19 -0.22
H 3.78 0.67 0.87
H 6.61 1.96 0.88
H 5.99 0.73 1.91
C 0.26 1.09 2.56
C 0.72 2.05 3.65
C 1.02 1.39 4.99
C 0.04 0.42 5.50
N -0.70 -0.38 5.86
H -0.54 0.46 2.96
H 1.05 0.44 2.19
H -0.23 1.63 1.75
H -0.10 2.76 3.77
H 1.62 2.58 3.34
H 1.15 2.12 5.79
H 1.95 0.84 4.87
C -8.06 -0.34 1.68
C -6.55 -0.58 1.60
C -6.06 -1.37 0.38
C -6.56 -2.76 0.35
N -6.95 -3.84 0.32
H -8.43 -0.17 2.69
H -8.60 -1.16 1.20
H -8.43 0.50 1.09
H -6.32 -1.14 2.51
H -6.03 0.37 1.64
H -4.98 -1.48 0.40
H -6.35 -0.76 -0.47